Formula: BH26O11
Source: the Open Molecules 2025 dataset
Level of theory: the ωB97M-V functional and the def2-TZVPD basis

Geometry (Å):
B1 -0.065 0.669 0.911
H1 -0.188 1.616 1.647
H2 0.682 0.900 -0.025
H3 0.244 -0.383 1.547
H4 -1.228 0.412 0.532
O1 0.020 -1.822 -1.576
H5 -0.498 -1.029 -1.352
H6 0.654 -1.986 -0.878
O2 -3.324 2.129 -0.919
H7 -3.034 1.690 -0.123
H8 -2.819 1.638 -1.577
O3 -0.287 2.361 -2.308
H9 -0.011 2.199 -1.404
H10 -0.854 3.115 -2.203
O4 1.708 -2.289 3.515
H11 1.132 -1.551 3.401
H12 2.509 -1.974 3.928
O5 -0.303 3.925 0.047
H13 -0.037 4.809 0.388
H14 -0.405 3.231 0.728
O6 -1.848 0.148 -2.199
H15 -1.196 0.894 -2.208
H16 -2.247 -0.055 -3.052
O7 2.083 0.153 -2.963
H17 1.279 -0.385 -3.133
H18 1.771 0.977 -2.646
O8 1.795 -2.586 0.233
H19 2.574 -2.164 -0.242
H20 2.288 -3.369 0.595
O9 -0.828 -3.607 1.586
H21 -0.074 -3.171 1.145
H22 -1.123 -4.120 0.858
O10 2.868 2.120 1.776
H23 3.362 1.723 2.482
H24 2.067 1.595 1.695
O11 -2.532 -2.076 0.370
H25 -2.251 -1.178 0.522
H26 -1.881 -2.555 0.904

Properties
ΔE to the lowest compared entry with this formula, charge and spin = 25.2 kcal per mole
multiplicity = 1
charge = -1
molecular weight = 213.01 g/mol

***

Formula: C16H18BrN2O3S2
Source: the Open Molecules 2025 dataset
Level of theory: the ωB97M-V functional and the def2-TZVPD basis

Geometry (Å):
O1 -6.203 -1.843 4.260
C1 -5.397 -2.116 3.226
N1 -4.708 -3.429 2.849
C2 -3.695 -3.443 1.717
O2 -2.857 -4.457 1.464
C3 -3.887 -1.970 1.024
C4 -3.268 -1.291 -0.334
C5 -2.223 -2.132 -1.286
C6 -0.707 -1.490 -1.024
C7 -0.421 -0.128 -1.918
S1 0.388 1.267 -0.949
C8 2.197 1.505 -1.514
S2 2.532 1.202 -3.151
N2 3.175 1.909 -0.439
C9 3.954 0.744 0.130
C10 5.408 0.466 -0.574
O3 6.153 1.676 -0.954
C11 5.621 2.884 -0.294
C12 4.046 3.080 -0.822
C13 -3.766 0.272 -0.658
C14 -4.786 1.123 0.342
C15 -5.384 0.402 1.702
C16 -4.927 -1.148 1.989
H1 -4.447 -3.907 3.740
H2 -2.440 -2.058 -2.434
H3 -2.209 -3.255 -0.907
H4 -0.565 -1.271 0.128
H5 0.097 -2.288 -1.342
H6 0.209 -0.490 -2.857
H7 -1.429 0.293 -2.351
H8 4.151 1.000 1.276
H9 3.299 -0.228 0.070
H10 6.069 -0.100 0.236
H11 5.343 -0.288 -1.495
H12 6.286 3.790 -0.693
H13 5.701 2.867 0.878
H14 4.128 3.296 -1.968
H15 3.624 4.064 -0.322
H16 -3.405 0.854 -1.622
H17 -5.075 2.222 0.060
H18 -6.112 0.957 2.434
Br1 5.534 1.459 2.386

Properties
ΔE to the lowest compared entry with this formula, charge and spin = 289.6 kcal per mole
multiplicity = 1
charge = -1
molecular weight = 430.37 g/mol

***

| no. | E_HOMO (Ha) |
| --- | --- |
| 1 | -0.229 |
| 2 | -0.141 |